Arrangement w

DFT (ωB97M-V/def2-TZVPD) results for a cluster of 14 separate species, C38H109N5O23 in total.

```
175
Properties=species:S:1:pos:R:3:lowdin_charge:R:1
C 18.34642 -23.13277 0.20478 -0.12
H 29.36890 -24.20007 -2.72712 0.10
H 29.07335 -27.12793 1.77671 0.12
O 30.25082 -18.48851 -0.46724 -0.07
C 21.26030 -24.68109 -2.60140 -0.01
C 27.43733 -18.51996 -5.83705 -0.41
H 22.19132 -20.00981 -0.64703 0.10
C 24.34754 -22.44639 1.04361 -0.25
H 29.05191 -17.17347 -6.27330 0.07
H 26.11131 -22.49309 0.42316 0.02
C 28.67191 -27.02105 3.85435 -0.45
H 25.55432 -16.21787 -3.83136 0.13
H 28.80866 -25.38130 0.32723 0.07
C 30.39372 -24.42749 -2.43366 -0.28
H 25.99070 -21.89887 -4.23592 0.10
H 18.71519 -23.87389 0.91389 0.08
H 22.43472 -21.77660 -1.69291 0.06
H 23.49121 -16.59021 -2.48241 0.07
O 30.70123 -23.97993 -1.16235 -0.05
H 24.32422 -15.14072 -1.91709 0.09
C 30.85795 -22.70154 -6.09380 -0.03
H 22.30921 -18.28204 -0.83369 0.12
H 29.98501 -21.08444 -2.84994 0.10
O 25.42451 -25.53952 -2.78846 -0.04
C 29.87650 -26.25967 4.23502 -0.09
H 20.31149 -21.91165 -0.67206 0.11
H 27.67567 -26.60379 -3.54411 0.11
H 21.94513 -25.16753 -1.90678 0.08
H 23.64203 -19.02211 -7.18194 0.13
H 30.06041 -26.16472 5.30519 0.08
H 30.75248 -26.78006 3.84779 0.08
H 30.37499 -23.08048 -1.08389 0.02
C 27.73942 -19.47677 -7.04272 -0.17
O 20.92440 -18.04843 -3.17697 -0.05
O 26.41629 -27.56346 -4.92471 -0.06
H 28.45850 -23.85395 -10.38613 0.08
C 23.29425 -19.41028 -6.22461 -0.20
H 30.35160 -27.28402 -3.88171 0.09
O 29.80558 -21.47162 -0.95586 -0.10
H 27.57580 -20.43710 -6.55373 0.09
O 23.33074 -21.19134 -4.57863 -0.08
H 28.07576 -24.53143 -5.40525 0.06
O 27.24397 -14.78650 -2.75163 -0.17
H 28.38259 -22.69016 -4.32249 0.01
H 23.93230 -23.77797 -5.09856 0.10
H 31.01053 -23.88861 -3.15286 0.12
H 28.00335 -16.44552 -5.09498 0.06
H 23.00153 -24.22916 -6.46142 0.12
H 26.58687 -28.48994 -5.10949 0.10
H 29.89532 -25.25855 3.80432 0.08
H 26.79833 -21.26092 -8.80518 0.08
H 28.38318 -14.05832 -1.08187 0.09
H 31.59017 -23.45053 -5.79219 0.08
H 23.00046 -22.64323 -2.90981 0.07
O 23.53979 -25.83746 -5.20917 -0.07
H 20.65444 -19.98094 -2.65942 0.11
C 26.92851 -16.05136 -2.20537 -0.19
H 24.02519 -18.92270 -2.03687 0.05
O 19.00183 -23.29791 -1.02124 -0.18
H 24.36098 -24.59028 1.45968 0.12
H 27.56991 -27.71039 2.07842 0.12
H 28.71868 -19.12136 -1.80196 0.10
C 27.20690 -19.11126 1.31299 -0.23
H 28.10388 -20.31159 -9.55122 0.09
H 28.73135 -28.36931 5.41051 0.07
H 24.89933 -20.64959 -5.83004 0.10
H 30.13946 -18.39166 -2.52622 0.11
C 28.37159 -14.19034 -2.16378 -0.12
C 27.79676 -25.25562 0.71243 -0.07
H 23.22715 -17.63625 -5.35419 0.10
H 26.02737 -25.84374 -5.63223 0.04
H 23.83344 -21.95744 1.87110 0.13
H 31.38095 -20.51477 -1.89075 0.12
H 21.78205 -24.61592 -3.55619 0.07
N 25.73376 -18.08194 -2.91976 0.06
H 28.69840 -22.47984 -6.54490 0.11
H 28.89306 -18.86409 -4.51556 0.09
H 25.14619 -18.43090 -3.66346 0.05
C 25.09912 -24.63061 -6.68825 -0.23
C 30.29321 -20.55045 -1.95107 -0.16
C 26.32510 -21.62773 -2.09283 -0.18
H 29.28956 -14.71139 -2.43572 0.09
H 20.28969 -25.17324 -2.53981 0.08
H 27.82190 -16.64384 -2.40265 0.11
O 27.63073 -25.61865 2.10672 -0.16
H 26.67992 -23.29728 -3.48721 0.11
N 27.89710 -19.01072 -4.59718 0.04
H 25.76697 -17.32987 2.14612 0.06
H 28.07104 -21.92663 -1.27595 0.04
H 30.24233 -21.25669 -0.12842 0.12
H 25.17551 -19.64898 0.67027 0.10
H 29.45160 -18.28407 0.02373 0.03
C 26.86374 -27.32917 -3.59593 -0.21
H 29.66599 -24.74486 -4.96430 0.05
H 27.61554 -19.75525 0.53429 0.11
H 26.35783 -18.40236 -5.74247 0.11
H 26.82271 -16.07809 -1.12085 0.12
H 23.67217 -23.65711 -1.11169 0.00
H 28.43607 -24.59502 -7.88267 0.12
O 24.14735 -24.25750 -0.53261 -0.12
C 21.14229 -23.17329 -2.26335 -0.38
H 30.00240 -24.65268 -10.23052 0.08
O 25.72905 -22.27831 1.27718 -0.06
H 31.71765 -26.07082 -2.26674 0.11
H 26.37592 -20.53902 -2.10787 0.10
O 28.01055 -21.91390 -3.89751 -0.11
H 25.28034 -21.82751 -1.85479 0.10
H 27.20642 -19.63230 2.27039 0.13
H 31.25987 -22.15713 -6.94831 0.07
O 26.91465 -19.26298 -8.20307 -0.17
O 29.76257 -23.16567 -8.78304 -0.19
C 23.81529 -20.75400 -5.87524 -0.21
H 18.40810 -22.13647 0.64260 0.09
C 25.73994 -18.74296 0.89077 -0.20
H 25.73998 -18.14357 -0.01963 0.08
H 28.04521 -28.89638 4.10158 0.06
H 27.68771 -17.42644 2.09965 0.09
H 28.79779 -19.62180 -7.25934 0.13
H 24.86756 -27.45592 -2.92196 0.13
H 27.24693 -28.24944 -3.15507 0.12
H 20.11465 -18.83056 -1.41990 0.12
C 22.21566 -19.21389 -1.39136 -0.27
H 21.65438 -18.33645 -3.72992 0.04
H 27.23092 -25.84409 -0.00981 0.07
C 29.80645 -19.07782 -1.74751 -0.18
C 24.42428 -16.21658 -2.06065 -0.05
N 22.47709 -22.72062 -2.04946 0.05
H 27.52161 -24.21072 0.56895 0.07
H 24.11490 -25.93154 -4.44628 0.03
C 20.88575 -19.03932 -2.16148 -0.22
H 27.73529 -20.00704 -4.56149 0.05
H 20.60601 -22.56296 -2.98998 0.14
C 27.08290 -20.27448 -9.17133 -0.12
H 24.92381 -25.42492 -7.41380 0.12
H 25.45712 -25.06240 -1.95606 0.07
C 28.21726 -26.89912 2.41142 -0.20
H 27.88509 -26.59291 4.47540 0.13
N 28.86389 -28.39134 4.40949 0.03
H 28.44835 -13.16566 -2.52743 0.09
H 20.81641 -23.49675 -0.09200 0.12
H 30.87170 -22.02938 -5.23583 0.06
O 25.06737 -17.91444 1.84542 -0.06
H 24.49585 -16.56081 -1.02892 0.07
H 23.29300 -20.38274 -4.06255 0.03
H 25.14727 -23.68740 -7.23243 0.11
H 22.79888 -23.99740 0.98712 0.10
H 26.60972 -18.28694 -3.37886 0.02
C 29.36868 -24.04650 -7.75056 -0.20
H 24.14800 -21.92762 0.10598 0.09
C 23.86721 -23.85491 0.82443 -0.19
C 29.44242 -23.26586 -6.41561 -0.37
C 29.49642 -23.69716 -10.09244 -0.10
H 27.52004 -16.51326 -6.80359 0.08
O 23.64188 -18.48400 -5.17837 -0.09
O 26.24165 -24.95483 -5.92467 -0.08
O 28.08041 -18.06619 1.50123 -0.06
H 26.39969 -20.12350 -10.00711 0.09
O 30.39690 -26.32626 -3.92908 -0.08
N 28.97319 -24.08381 -5.28543 0.06
H 26.12983 -27.11751 -1.70553 0.12
H 30.14965 -24.79516 -7.61749 0.12
O 27.15330 -22.06060 -1.02813 -0.08
C 20.35583 -22.97027 -0.92793 -0.20
H 29.93467 -22.98834 -10.79502 0.08
C 25.73686 -26.84275 -2.68439 -0.29
O 23.20428 -19.33536 -2.31511 -0.08
C 28.00414 -17.06065 -5.99482 -0.03
H 30.30509 -26.59129 -1.79713 0.11
C 23.84009 -24.56224 -5.84989 -0.22
C 30.68097 -25.91603 -2.56580 -0.21
H 22.20805 -19.45809 -6.14717 0.13
H 23.54205 -21.48268 -6.63842 0.12
C 26.71798 -22.20795 -3.48516 -0.21
H 17.35644 -23.57399 0.08915 0.09
C 25.64861 -16.66411 -2.84137 -0.42
```

Charge   0
HOMO level   -0.33719 Ha
M   1004.3 g mol⁻¹
Frontier orbital gap   0.347 Ha

Arrangement x

DFT (ωB97M-V/def2-TZVPD) results for a cluster of 14 separate species, C38H109N5O23 in total.

```
175
Properties=species:S:1:pos:R:3:lowdin_charge:R:1
H -5.66605 0.83067 3.03417 0.12
C -3.95219 0.39150 -6.52173 -0.21
O 2.48052 -9.79838 -0.93146 -0.08
C -0.56180 -8.02875 7.06183 -0.25
O 4.32423 3.02004 3.43632 -0.06
H -1.59418 9.09138 -5.65494 0.09
H 3.86206 4.74415 -4.87432 0.08
O -6.90084 -7.40124 -0.21907 -0.09
H -0.83201 -8.82467 7.75581 0.11
H -0.94427 4.95371 2.86226 0.12
H -3.16333 5.55245 4.47722 0.06
H -0.21999 -6.29953 -4.68903 0.12
C -2.45835 9.36108 -5.04782 -0.09
C 6.44984 -1.15408 7.13994 -0.23
C 2.22149 6.03307 -5.56572 -0.43
H 4.64960 -4.39498 3.04406 0.07
O 3.84485 7.77671 -5.97055 -0.17
H 4.09039 5.08441 1.95064 0.08
H -1.12295 -1.62539 0.15999 0.11
C 1.57453 -8.67486 -0.86740 -0.22
H -0.16895 -7.60625 4.99166 0.12
H 2.62638 6.89739 -7.46046 0.13
C 5.12187 -8.71081 6.01189 -0.13
C -5.25336 0.78030 -5.69100 -0.22
H -1.32855 -7.25660 7.12492 0.11
H 4.14375 -8.91360 5.57569 0.07
O -5.50344 2.89093 3.23573 -0.08
H 1.01469 -8.69962 -1.80231 0.12
O 5.44379 -7.33679 6.11441 -0.21
H -0.66206 6.13441 0.72962 0.09
H 2.30998 2.13086 -7.52854 0.07
O 1.11255 -0.11591 -6.32521 -0.09
N -2.59501 6.32478 4.79443 0.05
H 5.46414 7.62327 -7.33812 0.09
H -1.61877 -4.45561 -6.25527 0.08
H 4.12591 2.95660 0.84864 0.11
C -4.04426 7.09877 -2.51916 -0.06
H 3.90565 5.94751 -6.75234 0.12
C -4.48575 8.52137 -2.88533 -0.49
H 0.92417 5.32451 -6.93871 0.07
H 2.62413 -5.19100 4.55052 0.07
H -3.86721 9.21735 -2.31866 0.13
H 0.32492 -7.84195 0.66053 0.11
H -3.44057 -0.52343 -6.22299 0.11
C 4.96832 -1.23385 6.76863 -0.23
H 5.10797 -9.12871 7.01851 0.09
O -5.94147 1.91322 -6.19549 -0.08
H 0.33828 0.40607 -6.54803 0.07
H -4.55605 -6.88591 -0.07199 0.08
H 0.87143 1.04617 -8.60400 0.11
O -6.99059 1.87149 0.94393 -0.06
H 0.55801 -1.17311 0.35910 0.12
C -0.45516 -8.50130 5.54401 -0.24
C -5.63354 -6.23654 1.39073 -0.28
O 0.78513 -4.10382 -3.76541 -0.08
H -5.18194 2.72116 0.65787 0.12
C -5.60468 1.80305 1.06587 -0.27
H 4.36083 9.00184 -7.50528 0.09
N 1.50993 4.94302 -6.20971 0.03
H 6.26299 -5.70116 5.14451 0.12
C -0.41599 -1.32848 2.27102 -0.40
C 0.80393 -8.78841 0.40979 -0.25
H 1.60519 -0.46456 2.72736 0.07
C 4.84121 8.33184 -6.79223 -0.11
C 1.86278 0.59657 -8.54755 -0.24
H 4.83380 -1.47142 5.71338 0.11
C 5.70022 -6.59123 4.86319 -0.13
C 0.55639 -0.39948 3.01698 -0.07
H -4.16298 0.16518 -7.56693 0.11
H -1.38825 3.89370 5.45917 0.08
H 1.09198 -1.37679 -7.89405 0.11
C -0.89670 4.82195 5.75044 -0.09
C -0.93492 -5.48209 -4.78268 -0.26
H -0.68590 6.80402 5.28107 0.13
H 0.26048 0.64811 2.96135 0.07
H 2.69553 -1.02005 -7.29096 0.12
C -1.17906 5.94644 4.82343 -0.45
H -1.48506 0.29431 -1.47386 0.08
H 1.39478 -9.06292 1.28366 0.12
C -5.16998 1.66057 2.53090 -0.21
H -0.70248 -9.68584 1.24820 0.08
H 0.50290 5.55335 3.68231 0.12
H -5.74680 -7.17050 1.94119 0.12
C -4.61308 8.77417 -4.40823 -0.21
C 3.14513 6.69409 -6.52361 -0.25
H -0.95300 -4.75750 -2.77693 0.11
N 3.44156 -5.61552 4.96487 0.04
H 0.86266 -3.27977 -4.25176 0.07
H -1.42052 -1.12117 2.63984 0.13
H -2.78291 10.38669 -5.22358 0.09
H -6.37661 8.36329 -2.87569 0.07
H 5.50754 1.71835 2.40749 0.12
H 4.50564 2.39191 4.13928 0.08
H -5.02859 9.78027 -4.46476 0.12
H -2.16771 9.25394 -4.00277 0.08
H 0.84775 -2.93218 2.06117 0.06
H 3.85339 -0.00187 7.83996 0.08
H 0.62464 7.25886 1.40828 0.09
H 3.06118 -9.63302 -1.67784 0.07
H 0.12069 4.44899 5.86851 0.07
H -3.94358 6.86689 -1.45889 0.08
O -0.85167 -5.02026 -6.13558 -0.06
H -1.88764 -5.97574 -4.59101 0.11
O 2.80799 1.56187 -8.12001 -0.06
N -5.71029 8.70935 -2.20015 0.03
H 3.58059 6.01839 -3.74063 0.07
H 0.53144 -7.41697 8.49969 0.09
H -5.63638 -5.36722 2.04827 0.13
C 1.73114 -0.57213 -7.53059 -0.23
O -2.98413 1.43837 -6.43761 -0.08
H -6.71847 2.15417 -5.68578 0.09
H 0.29667 -9.26807 5.35709 0.11
H -5.26461 0.90172 0.55589 0.12
C -0.80558 0.86664 -0.84231 -0.06
H -4.96254 0.95907 -4.65583 0.11
H -7.83888 -6.35200 1.26901 0.12
N -0.04463 -2.74411 2.49521 0.03
H -4.72572 6.37680 -2.96913 0.07
H 6.84704 -0.23309 6.71318 0.12
H -1.22122 -3.49180 -3.94897 0.11
C -0.45123 -0.97464 0.71983 -0.22
H -1.06117 1.92127 -0.73967 0.08
H 3.94090 -7.26823 3.89571 0.12
H -5.96073 9.68716 -2.23579 0.08
C 3.07099 5.35511 -4.43955 -0.05
H -0.81904 7.93377 1.00588 0.09
H -4.08859 1.52580 2.55353 0.11
H -2.55036 6.86092 3.93965 0.05
O -4.43916 -6.28905 0.67077 -0.04
C 4.34859 -6.28132 4.11456 -0.46
O -0.22515 -9.76858 0.41940 -0.07
H 5.53229 8.88712 -6.15806 0.09
O 4.81749 4.88222 1.35730 -0.06
C -0.52473 5.79625 3.41200 -0.21
C 4.65042 -5.46769 2.85067 -0.06
H -5.97368 -0.03561 -5.75046 0.11
H -7.26178 2.77061 1.14302 0.09
O -1.64644 -9.00108 5.03556 -0.06
H -2.01059 -9.69994 5.58380 0.09
H 0.64729 -0.75602 4.04300 0.07
H 6.43161 -0.25662 8.91032 0.07
H -6.43370 2.79929 3.45439 0.07
H -0.69518 -3.37608 2.05082 0.06
H 0.16831 0.82370 -1.32996 0.08
H -3.13310 6.81666 -3.04672 0.07
H 6.31029 -7.24605 4.24099 0.11
H 1.59205 6.81236 -5.13605 0.13
O 0.62683 -7.47657 7.54630 -0.07
O 4.45869 0.07071 7.09839 -0.09
H -7.04617 -5.30983 0.09352 0.11
C -0.42946 6.98384 1.37186 -0.09
C 5.35072 2.79080 2.52319 -0.28
H 0.80103 4.47073 -5.66702 0.07
H 6.84010 -2.10757 6.78404 0.12
H 2.17412 -7.78224 -1.04586 0.11
O -0.76478 0.38532 0.54766 -0.21
H 2.48179 4.71093 -3.78687 0.07
O 6.66845 -1.12303 8.57145 -0.08
H -7.37414 -7.41738 -1.05412 0.08
H 6.24133 3.28126 2.91605 0.12
O -3.58259 8.54166 -5.34069 -0.17
H 2.26274 0.19359 -9.47800 0.12
H 5.87189 -9.25339 5.43641 0.08
C 5.01319 3.47861 1.20693 -0.24
H -1.15622 5.05917 6.78217 0.08
H -5.40256 8.08208 -4.70120 0.13
H 4.48668 -1.95470 7.42932 0.12
H 3.07370 -6.11898 5.75942 0.07
O -0.90678 6.93701 2.70563 -0.20
H -3.48261 2.23861 -6.61853 0.07
H 3.89875 -5.64789 2.08214 0.07
C -6.94633 -6.23963 0.65353 -0.22
H 5.80872 3.27964 0.48884 0.12
C -0.66278 -4.41033 -3.76857 -0.21
H 5.59672 -5.70480 2.36447 0.07
```

Charge   0
HOMO level   -0.31974 Ha
M   1004.3 g mol⁻¹
Frontier orbital gap   0.315 Ha

arrangement w is preferred energetically. Next in line: 4.446 eV higher.

Arrangement w

DFT (ωB97M-V/def2-TZVPD) results for a cluster of 2 separate species, C3H10N2O2S in total.

```
18
Properties=species:S:1:pos:R:3:lowdin_charge:R:1
O 1.28142 -0.03886 -2.46081 0.04
H -3.05955 -0.46403 0.34354 0.03
H 2.47397 1.35005 0.11661 0.07
C 1.27128 0.33512 -1.29056 -0.50
H -2.23815 -1.22194 1.45101 0.00
H -1.02646 -0.35230 -2.07037 0.08
S 0.43461 1.11484 2.09385 0.74
H -0.34528 -1.04916 1.25940 0.06
N -0.97284 -0.72871 -1.12494 0.04
C -0.00425 0.17815 -0.47168 -0.37
N 2.39312 0.85221 -0.74266 0.17
O -3.04495 -0.73022 1.27650 -0.07
H -0.58271 1.09804 -0.42555 0.13
H -0.81436 1.12560 2.64076 -0.12
C 0.35291 -0.25996 0.99183 -0.56
H 3.11476 1.19652 -1.36367 0.12
H 1.32227 -0.75731 1.00791 0.07
H -0.55579 -1.64804 -1.23117 0.09
```

Charge   0
HOMO level   -0.34827 Ha
M   138.2 g mol⁻¹
SMILES string   NC(=O)[C@@H](N)CS.O
Frontier orbital gap   0.372 Ha

Arrangement x

DFT (ωB97M-V/def2-TZVPD) results for a cluster of 2 separate species, C3H10N2O2S in total.

```
18
Properties=species:S:1:pos:R:3:lowdin_charge:R:1
H 1.86578 1.77840 -2.62799 0.04
H 0.93196 -0.53987 -1.49847 0.04
H -3.28514 -1.25634 0.54019 0.11
H -2.06749 -0.83404 1.67286 0.09
O 1.46532 0.95108 -2.89398 -0.05
H -0.97210 1.31797 0.81017 0.06
N 1.12514 -0.89618 -0.56066 0.04
H 0.62616 1.32713 -3.20952 0.06
H 0.25827 -1.12641 1.29449 0.12
N -2.35027 -0.95457 0.72642 0.16
H 0.28608 1.42830 -0.35301 0.06
C 0.01315 -0.65396 0.34587 -0.40
S 1.04536 1.31758 2.01929 0.69
H 2.18008 0.87933 1.53228 -0.17
C -1.35635 -1.02586 -0.21373 -0.52
C -0.00241 0.88935 0.54433 -0.48
O -1.58364 -1.31409 -1.36890 0.06
H 1.22178 -1.90382 -0.71265 0.09
```

Charge   0
HOMO level   -0.33020 Ha
M   138.2 g mol⁻¹
SMILES string   NC(=O)[C@@H](N)CS.O
Frontier orbital gap   0.354 Ha

arrangement x is preferred energetically. Next in line: 0.160 eV higher.